Below is a 3-piece molecular cluster, C2H11N3O2 overall at a distorted geometry, with properties calculated with ωB97M-V with the def2-TZVPD basis set.

Cartesian coordinates (Å):
O -1.1966 4.7910 -0.2017
O -0.3401 -3.3694 -2.2001
N 0.1152 -1.7659 0.3658
N 1.0859 -0.6750 2.2142
N 0.1985 0.5347 0.4193
C 0.4748 -0.7054 0.9571
C -0.2794 0.5939 -0.9393
H 0.0087 -2.6203 0.9139
H -0.2421 4.7111 -0.1848
H 0.4612 0.3398 -1.6975
H 0.3885 -3.1960 -2.8003
H 1.7449 0.0353 2.4621
H -1.0756 -0.1285 -1.0951
H 0.9217 1.1928 0.6850
H 0.6602 -1.2124 2.9491
H -1.5188 4.9102 -1.0970
H -0.7508 1.5604 -1.1256
H -0.1566 -3.0426 -1.3111

Net charge: 0
2S+1: 1
Energy relative to the best compared isomer or geometry (same formula, charge and spin), kcal per mole: 21.4
F_max, eV/A: 1.60
Structure (SMILES): [H]/N=C(\N)NC.O.O
HOMO, eV: -9.18

Mulliken population analysis, charges in e, atoms 1 to 6:
1. O -0.64
2. O -0.67
3. N -0.60
4. N -0.42
5. N -0.24
6. C 0.39